Formula: C7H28O7
Source: the OMol25 dataset
Level of theory: ωB97M-V/def2-TZVPD

Properties
Gap between HOMO and LUMO = 0.379 hartree
Strongest force on any atom = 1.05 eV/A
HOMO = -9.828 eV
ΔE to the lowest compared entry with this formula, charge and spin = 3.557 eV
Total energy = -810.04036 a.u.

The geometry in ORCA input format:
```
! wB97M-V def2-TZVPD RIJCOSX def2/J DEFGRID3
* xyz 0 1
C -3.73197 12.24460 -24.58232
O -2.89286 13.04995 -23.78474
H -3.25297 11.31933 -24.91199
H -4.66822 11.97920 -24.06863
H -4.01698 12.83659 -25.45074
H -2.57556 12.55248 -23.02608
C 1.22926 11.57317 -20.67078
O 0.16500 11.67588 -21.58436
H 2.19367 11.73242 -21.15967
H 1.12103 12.28516 -19.84449
H 1.20118 10.61441 -20.14616
H -0.35520 12.46684 -21.41440
C 3.43580 8.49292 -17.69950
O 2.39050 9.07310 -18.47990
H 3.04248 7.84177 -16.91513
H 4.15575 7.96197 -18.32265
H 3.94224 9.31522 -17.19617
H 1.89383 8.35880 -18.88635
C -1.91653 14.91398 -20.28783
O -1.40262 14.01521 -21.26623
H -2.83056 14.48223 -19.88257
H -1.20300 15.07418 -19.47888
H -2.20050 15.86929 -20.73394
H -0.93854 14.52456 -21.93626
C 1.05823 9.35490 -23.38232
O 1.53801 8.35370 -24.28536
H 0.79269 8.94130 -22.40479
H 1.84580 10.08416 -23.21783
H 0.18758 9.88006 -23.77709
H 0.95094 7.59625 -24.22489
C 5.55261 11.24736 -20.25737
O 6.12469 10.31767 -19.35115
H 5.66146 10.92088 -21.29536
H 4.48518 11.38512 -20.05884
H 6.09167 12.18212 -20.12868
H 5.97984 9.42458 -19.67034
C 3.35358 12.95116 -17.30294
O 2.25708 12.12676 -17.60819
H 3.59332 12.93124 -16.23656
H 4.25829 12.68939 -17.86949
H 3.10444 13.96936 -17.60587
H 2.52700 11.23110 -17.83372
*
```

=====

Formula: C7H28O7
Source: the OMol25 dataset
Level of theory: ωB97M-V/def2-TZVPD

Properties
Gap between HOMO and LUMO = 0.372 hartree
Strongest force on any atom = 3.34 eV/A
HOMO = -9.879 eV
ΔE to the lowest compared entry with this formula, charge and spin = 4.775 eV
Total energy = -809.99561 a.u.

The geometry in ORCA input format:
```
! wB97M-V def2-TZVPD RIJCOSX def2/J DEFGRID3
* xyz 0 1
C -4.36856 1.49956 -16.63815
O -4.54894 0.46692 -17.49677
H -3.28769 1.48075 -16.49863
H -4.73503 2.46687 -16.98184
H -4.95025 1.22385 -15.75854
H -3.68480 0.20217 -17.82046
C -1.79636 8.53504 -14.27378
O -3.07300 8.35728 -13.64301
H -1.09743 7.70222 -14.19628
H -2.01126 8.70051 -15.32949
H -1.26602 9.45518 -14.02845
H -3.34289 7.45790 -13.84270
C -1.95094 7.45719 -11.16187
O -1.41232 7.23386 -9.87138
H -1.16079 7.91368 -11.75800
H -2.38618 6.51852 -11.50473
H -2.81450 8.11674 -11.07598
H -0.54542 6.88409 -10.08987
C -7.16603 4.53937 -14.31266
O -5.95772 4.25056 -13.53633
H -8.11738 4.02456 -14.17844
H -7.28953 5.62205 -14.28720
H -6.83371 4.34681 -15.33275
H -5.91105 3.29173 -13.52820
C -0.19848 0.57759 -13.46094
O 0.05348 1.84984 -14.04292
H -1.17763 0.77251 -13.02348
H -0.39359 -0.19269 -14.20706
H 0.47381 0.33289 -12.63860
H -0.15003 2.54343 -13.41116
C -2.73832 4.96639 -15.06836
O -3.40175 5.50269 -13.97348
H -3.42440 4.56950 -15.81660
H -2.03531 5.68563 -15.48857
H -2.13934 4.10668 -14.76798
H -4.21488 5.01832 -13.81280
C -6.11041 6.79860 -11.96000
O -7.45923 7.13242 -11.94726
H -5.47819 7.51515 -11.43564
H -5.82831 5.81776 -11.57730
H -5.69473 6.84831 -12.96640
H -7.50169 8.06613 -12.16635
*
```

=====

Formula: C7H29ClN7O7
Source: the OMol25 dataset
Level of theory: ωB97M-V/def2-TZVPD

Properties
Gap between HOMO and LUMO = 0.286 hartree
Strongest force on any atom = 4.88 eV/A
HOMO = -5.407 eV
ΔE to the lowest compared entry with this formula, charge and spin = 3.285 eV
Total energy = -1654.39905 a.u.

The geometry in ORCA input format:
```
! wB97M-V def2-TZVPD RIJCOSX def2/J DEFGRID3
* xyz -1 1
Cl -1.37029 -1.66469 -1.45483
C -2.60043 -1.22089 4.29857
O -3.01679 -1.23181 5.44895
N -2.18532 -2.28797 3.67908
N -2.79264 -0.22942 3.50124
H -1.70825 -2.30651 2.78905
H -2.20851 -3.17895 4.15418
H -2.51474 -0.33340 2.53581
H -2.94132 0.67453 3.92651
C 4.52424 -2.16728 -4.45040
O 5.68652 -2.09792 -4.21007
N 3.58219 -1.58023 -3.76401
N 4.00241 -2.81154 -5.51841
H 3.97722 -1.20217 -2.91482
H 2.59999 -1.79753 -3.85440
H 4.71055 -3.33031 -6.01792
H 3.02781 -2.78200 -5.78181
C -6.67360 1.54743 -0.40450
O -7.40792 1.67836 0.53702
N -6.87720 2.14347 -1.58325
N -5.71926 0.69318 -0.51229
H -6.30412 1.84480 -2.35945
H -7.66733 2.75346 -1.73718
H -5.03556 0.72787 -1.25488
H -5.70207 0.06692 0.27992
C 3.21139 0.49793 1.71181
C 2.76963 1.97819 1.70910
C 3.75705 2.86032 2.50019
O 3.73708 2.67096 3.90971
C 5.03482 2.71938 4.53122
N 2.58442 2.33779 0.33284
H 4.11477 0.13854 1.21902
H 2.43539 -0.03013 1.15770
H 3.30167 0.11100 2.72682
H 1.80206 2.07593 2.20141
H 3.63931 3.88888 2.15916
H 4.76082 2.83421 2.07606
H 5.60540 1.79226 4.58571
H 4.72884 2.77451 5.57594
H 5.67293 3.54794 4.22392
H 2.19839 3.26989 0.28532
H 1.94953 1.65998 -0.06415
O -0.72701 2.45646 -3.40266
H -0.96604 1.53694 -3.28624
H -0.87707 2.85389 -2.54490
O -5.18140 -2.11518 -3.42280
H -5.66281 -2.22275 -2.60249
H -4.27603 -1.96355 -3.15162
O -1.05867 -6.10939 -2.29277
H -1.37135 -5.20799 -2.36992
H -0.56871 -6.26340 -3.10052
*
```

=====

Formula: C7H29NO6
Source: the OMol25 dataset
Level of theory: ωB97M-V/def2-TZVPD

Properties
Gap between HOMO and LUMO (spin up / spin down) = 0.428 / 0.238 hartree
Strongest force on any atom = 7.35 eV/A
⟨S²⟩ = 0.75
HOMO (spin up / spin down) = -14.127 / -14.125 eV
ΔE to the lowest compared entry with this formula, charge and spin = 2.375 eV
Total energy = -789.88887 a.u.

The geometry in ORCA input format:
```
! wB97M-V def2-TZVPD RIJCOSX def2/J DEFGRID3
* xyz 1 2
C -0.85428 -0.66284 1.71333
C -1.12996 -0.76983 3.21137
C -0.61322 0.81290 1.42051
N -0.47837 0.96509 -0.08020
C -1.87788 0.66071 -0.62322
C -0.69513 3.60110 0.17056
C 0.02352 2.39016 -0.44756
C 1.47575 2.50054 -0.08456
H 0.07359 -1.26183 1.35568
H -1.74403 -1.15759 1.24933
H -2.09962 -0.37044 3.44226
H -1.25506 -1.89411 3.47083
H -0.50785 -0.35802 3.96917
H -1.45272 1.45813 1.83835
H 0.31951 1.08185 1.89693
H -1.58064 -0.00380 -1.49743
H -2.42080 1.62214 -0.98261
H -2.52757 0.15172 0.05368
H -1.05018 4.27096 -0.55652
H -0.26361 4.21495 0.93016
H -1.63080 3.26395 0.78166
H -0.20706 2.48065 -1.52457
H 2.06358 1.49706 -0.22567
H 1.71586 2.81066 0.92956
H 1.99647 3.03640 -0.85260
H -0.25459 -3.41482 -1.85940
H 0.34732 -2.06598 -1.76872
O -0.42517 -2.53914 -2.25619
H 0.48693 -1.22335 -3.53213
H 1.15317 0.19866 -4.05418
O 0.47540 -0.30582 -3.44387
H 1.26337 -0.21032 -0.56217
H 1.38687 -0.36582 -2.03095
O 1.94887 -0.53966 -1.23107
H 1.36180 -2.26859 0.06232
H 2.72179 -2.58729 -0.71181
O 1.88680 -3.04266 -0.34778
H -1.66657 -2.02343 -1.18475
H -3.03989 -2.49564 -1.46660
O -2.55014 -2.07212 -0.79918
H 3.24498 -2.24460 1.25488
H 3.13687 -1.69220 2.61223
O 3.24268 -1.44771 1.76092
*
```

=====

Formula: C7H29NO9
Source: the OMol25 dataset
Level of theory: ωB97M-V/def2-TZVPD

Properties
Gap between HOMO and LUMO = 0.296 hartree
Strongest force on any atom = 4.47 eV/A
HOMO = -7.758 eV
ΔE to the lowest compared entry with this formula, charge and spin = 2.487 eV
Total energy = -1015.94153 a.u.

The geometry in ORCA input format:
```
! wB97M-V def2-TZVPD RIJCOSX def2/J DEFGRID3
* xyz 0 1
C 1.86849 2.87218 1.53185
C 0.93118 2.30230 0.46093
C -0.34593 1.68898 0.78096
C -0.95581 1.36959 1.95880
N -2.29263 1.00217 1.60776
C -2.24514 0.65520 0.28312
C -3.47202 -0.05407 -0.27293
C -1.12726 1.28185 -0.33132
H 2.56380 2.17663 1.92801
H 2.30080 3.77645 1.15688
H 1.48180 3.25948 2.51819
H 1.47282 1.57547 -0.21697
H 0.75540 3.12773 -0.21973
H -0.53177 1.33982 2.92073
H -2.93526 0.56661 2.24773
H -3.39058 -0.36429 -1.35395
H -3.33853 -1.02602 0.17245
H -4.35271 0.53376 -0.06199
H -1.08099 1.26982 -1.40397
O -1.39115 -2.31712 1.43492
H -1.20270 -2.73791 0.58302
H -2.12664 -1.72677 1.55936
O -0.80506 3.33764 -2.73755
H -0.49945 4.06372 -2.17819
H -1.52825 3.03697 -2.18145
O -0.23567 -3.59153 -0.76877
H 0.52153 -3.62259 -0.15156
H -0.64397 -4.42191 -1.00825
O -1.16869 -1.04426 -1.20839
H -1.39348 -1.91431 -1.52120
H -0.42323 -0.89586 -0.63508
O 1.81127 -0.76045 -0.01005
H 1.84379 0.17783 0.28928
H 1.90644 -0.69526 -0.96983
O 2.08867 -1.41687 -2.77681
H 2.83460 -1.92800 -2.42874
H 1.32294 -1.98615 -2.71793
O 1.17814 -4.17357 1.28486
H 2.10862 -3.91130 1.56567
H 0.57982 -3.47677 1.65294
O 1.86086 1.86731 -2.65380
H 1.74543 2.80060 -2.49981
H 1.00080 1.45586 -2.70733
O 1.90848 -1.40771 2.71479
H 2.33545 -0.73593 2.16032
H 1.06583 -1.32933 2.20303
*
```

=====

Formula: C7H31N14O8
Source: the OMol25 dataset
Level of theory: ωB97M-V/def2-TZVPD

Properties
Gap between HOMO and LUMO = 0.354 hartree
Strongest force on any atom = 2.51 eV/A
HOMO = -11.531 eV
ΔE to the lowest compared entry with this formula, charge and spin = 1.299 eV
Total energy = -1653.90671 a.u.

The geometry in ORCA input format:
```
! wB97M-V def2-TZVPD RIJCOSX def2/J DEFGRID3
* xyz 1 1
O 0.61132 -0.00521 0.56824
H 1.00970 -0.60776 -0.10551
H 0.50382 0.90037 0.17172
H -0.32035 -0.29451 0.73331
C -0.72951 3.90672 1.52688
O -0.29984 5.04309 1.35670
N -2.05271 3.61698 1.42503
N 0.07222 2.83813 1.74886
H -2.43591 2.72976 1.14743
H -2.74097 4.34085 1.52826
H -0.34057 1.98922 2.10204
H 1.07276 2.90878 1.78835
C 1.76243 -2.31299 2.49660
O 2.23801 -1.18144 2.54604
N 2.55407 -3.40407 2.37044
N 0.43779 -2.55898 2.71448
H 3.52720 -3.20012 2.50924
H 2.13146 -4.31183 2.39747
H -0.11644 -1.72596 2.84956
H 0.01812 -3.46083 2.60403
C 3.67724 -1.13150 -0.66045
O 2.64810 -1.80685 -0.81914
N 3.73594 0.21635 -0.49736
N 4.89066 -1.72997 -0.84348
H 2.93272 0.77361 -0.78344
H 4.58253 0.60015 -0.12364
H 4.82487 -2.66183 -1.21327
H 5.74792 -1.21478 -0.88709
C -0.54221 -2.60802 -1.89191
O -0.74759 -2.22134 -0.74663
N -1.53672 -3.28861 -2.57851
N 0.59040 -2.49251 -2.63376
H -1.35171 -3.83828 -3.39247
H -2.46682 -3.07566 -2.26198
H 0.58614 -3.01560 -3.48747
H 1.45393 -2.45319 -2.08074
C -2.75549 -1.13143 2.35260
O -1.64146 -0.67204 2.11856
N -3.52040 -0.80647 3.44428
N -3.37102 -2.01735 1.51976
H -4.23256 -1.42792 3.77465
H -3.11212 -0.12550 4.06166
H -2.87480 -2.52790 0.81101
H -4.24955 -2.31440 1.90137
C -2.29808 0.88304 -1.80000
O -1.62746 0.50398 -0.83443
N -2.37561 0.20683 -3.00225
N -3.20953 1.86941 -1.72369
H -3.33118 0.01272 -3.25971
H -1.75827 -0.54124 -3.26815
H -3.24412 2.52798 -0.96769
H -3.84917 1.99271 -2.48764
C 1.52444 3.01931 -1.38460
O 1.64463 1.89199 -0.86251
N 0.30442 3.47884 -1.70780
N 2.51214 3.93901 -1.47052
H 0.29202 4.28440 -2.30925
H -0.53187 2.96733 -1.49890
H 3.46614 3.86300 -1.16944
H 2.31088 4.86153 -1.81512
*
```